A cluster of 10 separate species, C31H68Cl2O12 in total, computed with wB97M-V/def2-TZVPD.

As for the lowest unoccupied orbital energy (alpha / beta): -2.61 / -8.74 eV. The value obtained for the frontier orbital gap (alpha / beta) is 8.0664 / 1.9279 eV. The HOMO energy (alpha / beta) is -10.67 / -10.67 eV.

```
! RIJCOSX wB97M-V def2-TZVPD def2/J DEFGRID3
* xyz 1 2
C -1.42643 21.35804 -11.19444
C -4.52547 18.53905 -13.19640
C -5.56734 20.20256 -7.34262
H 0.86965 26.07607 -12.55471
C 3.88113 17.83555 -13.85679
H 0.14669 26.73289 -10.72380
H -2.36121 28.02316 -13.56329
H 1.97890 19.71842 -7.36025
H 0.44451 27.50527 -15.12735
H -5.52515 18.41639 -9.77914
H -1.64758 20.33088 -7.62688
O 0.53705 20.47069 -15.49511
C -5.24827 24.98572 -11.75909
C -4.91980 20.46871 -9.61271
H -0.48692 17.58694 -8.75464
C -0.71946 22.22269 -15.69741
H -3.60017 18.57419 -15.21014
H -2.60995 18.19562 -13.75544
H 2.13818 20.56785 -8.83219
H -5.78713 17.30130 -11.88687
H -3.19840 16.00313 -14.79574
H 2.01048 22.15450 -6.76593
H -3.90366 21.47163 -8.08972
O -2.01626 23.77088 -11.74635
O -5.75661 25.59538 -12.94306
H -1.72098 21.43472 -10.14780
H 1.75534 28.62683 -8.12951
H -3.54373 23.31664 -12.44769
H 4.24360 16.90367 -14.29074
O -0.90556 26.94765 -12.39137
H -0.27242 25.69358 -13.86797
H -1.48584 20.18439 -15.31887
C -1.47954 28.16865 -12.93912
C -0.65741 20.17220 -7.19970
H -6.27468 23.04510 -11.81383
H -1.45174 22.76817 -16.29265
H -0.74437 29.33125 -14.45919
C 2.23456 18.76053 -12.54645
O -4.27708 16.31821 -13.04642
O 0.20562 26.25957 -9.89068
H -1.77027 28.91985 -12.20477
H 2.15223 26.64895 -9.65956
H 0.25858 29.40171 -12.96026
H 1.72391 19.48220 -13.18405
C 0.99803 28.33546 -8.85731
C -0.97975 22.80260 -11.66619
H -4.26557 25.41835 -11.57138
C -0.77130 20.72718 -15.93768
C -0.11385 21.37098 -6.40162
H 0.08481 21.03885 -5.38264
H -0.81149 20.43794 -16.98783
H -4.17855 19.41934 -12.65526
H 1.96949 21.68539 -14.65362
H -1.53487 17.81303 -10.22127
H -6.81699 19.46142 -10.28142
H 2.23954 21.34745 -16.47229
H 1.02856 23.67984 -15.84032
Cl -2.73283 17.27103 -8.15664
C -3.56666 18.04765 -14.25634
H 3.71896 19.35385 -10.91972
C 0.59318 27.67406 -14.06081
H -5.28311 19.59947 -6.48029
C 0.15911 26.49446 -13.26758
C 1.21183 26.89641 -9.16711
Cl -0.97917 15.60900 -9.80268
H 5.53806 18.46403 -12.92431
H -0.83253 19.21896 -6.70093
H -4.02603 17.35120 -11.38504
H 3.81121 20.20712 -12.49946
H -5.82856 25.51125 -11.00068
C 1.14633 21.67895 -7.22983
O -0.45058 20.36080 -11.22873
H -0.37105 22.71430 -12.56607
C -1.38850 17.27745 -9.28328
H -4.86242 16.55935 -15.02697
H 0.03118 28.51552 -8.38734
C 4.55501 18.19703 -12.53647
H -0.82126 22.19759 -6.46794
H 0.65338 22.71388 -17.24921
H -1.71619 24.61276 -11.39594
O -6.42280 19.44408 -8.25114
C -3.98630 16.63297 -14.38269
C -5.27592 23.43866 -11.62495
H -3.53473 19.84206 -8.05821
H 1.12591 26.34385 -8.23148
O 1.11539 29.10288 -10.03973
H 4.61543 17.33359 -11.87397
H -0.23533 23.18857 -10.96981
H 3.98821 18.54104 -14.68075
C 1.45191 20.42919 -7.99679
O 0.21328 19.97432 -8.30957
H -4.20125 20.36483 -10.42573
H -0.83110 22.45952 -14.63932
C -5.99663 19.37637 -9.56877
C -4.74649 17.37514 -12.20264
H 0.75401 22.40120 -7.94575
C 1.55061 21.53388 -15.64845
H -2.25469 20.99477 -11.80281
C -0.30105 28.76170 -13.64239
O 2.53319 17.69720 -13.40371
H -4.83725 23.08565 -10.69165
H 1.55951 18.40909 -11.76614
H -6.27744 24.91763 -13.38007
H -5.53453 21.32493 -9.89034
H 1.62874 27.99125 -13.93792
C 0.67843 22.69823 -16.15961
C -4.38629 20.50300 -8.21977
H 0.22499 29.45604 -10.10345
H -0.17776 20.14588 -10.33376
H -6.11538 21.07477 -6.98626
C 3.64053 19.25232 -12.00214
H -5.47425 18.74109 -13.69349
O -4.42065 22.98234 -12.64983
*
```

***

The ion C5H15N2 with charge +1, computed with wB97M-V/def2-TZVPD.

As for the lowest unoccupied orbital energy: -3.43 eV. The value obtained for the frontier orbital gap is 9.3996 eV. The HOMO energy is -12.83 eV. For the energy above the lowest of the compared OMol25 structures with the same formula, charge and spin, the calculation gives 55.2 kJ/mol. The SMILES is C[C@H]([NH3+])CCCN.

```
! RIJCOSX wB97M-V def2-TZVPD def2/J DEFGRID3
* xyz 1 1
H -1.39418 -1.56676 -1.48087
H -1.60712 1.44017 -0.19540
C -0.78715 1.83564 0.42576
H 0.06145 -1.13987 -2.20653
H 1.86873 -0.13594 -0.80850
H -0.01823 -3.13488 -0.40988
H 1.68894 0.10611 0.87155
N -0.87392 1.28261 1.78034
H -0.18800 1.76288 2.34142
H 0.50227 1.86542 -1.27078
C 0.57681 -2.39878 0.11746
H -1.02500 0.00298 -1.62669
H 0.61736 -2.63519 1.16534
H -1.00130 2.91332 0.42456
C 0.56443 1.55085 -0.22950
H 1.58993 -2.57805 -0.24861
C 0.10162 -0.98003 -0.12652
C 1.11744 0.12824 -0.05829
H -0.68103 -0.86113 0.62932
H 1.29561 2.22136 0.21227
H -1.80183 1.23729 2.16386
N -0.60685 -0.91624 -1.47033
*
```

***

An isolated molecule of CH4N6O, computed with wB97M-V/def2-TZVPD.

As for the lowest unoccupied orbital energy: 0.02 eV. The value obtained for the frontier orbital gap is 8.8036 eV. The HOMO energy is -8.78 eV. For the energy above the lowest of the compared OMol25 structures with the same formula, charge and spin, the calculation gives 213.4 kJ/mol. The SMILES is N/N=c1/nnon1N.

```
! RIJCOSX wB97M-V def2-TZVPD def2/J DEFGRID3
* xyz 0 1
C -0.60056 0.62389 0.45979
N 1.48873 0.83622 1.15078
H 0.99089 -1.22586 -1.74351
H 2.00815 0.81434 1.98936
N 0.55438 -1.07919 -0.80824
H 1.64083 0.08120 0.48382
N -2.49294 0.29782 -0.57604
H -0.06503 -1.90988 -0.60535
N -1.99317 0.70307 0.48986
O -1.49750 -0.17753 -1.44562
N -0.18860 0.09138 -0.80538
N 0.15482 0.94454 1.41054
*
```

***

A structure of composition C17H17N8O7P2S2Tl, computed with wB97M-V/def2-TZVPD.

As for the lowest unoccupied orbital energy: -0.49 eV. The value obtained for the frontier orbital gap is 7.9656 eV. The HOMO energy is -8.45 eV. For the energy above the lowest of the compared OMol25 structures with the same formula, charge and spin, the calculation gives 0.0 kJ/mol.

```
! RIJCOSX wB97M-V def2-TZVPD def2/J DEFGRID3
* xyz 0 1
H -1.89061 0.26388 2.93937
C -3.21270 -0.14197 -1.02207
C -1.40956 2.13624 1.04064
H 0.35331 2.67056 -1.38738
P 3.43312 -0.46408 2.49459
C -4.54486 -0.20506 -1.38679
N 1.21696 -1.90618 0.13172
H 2.83380 -4.57860 0.15916
H -2.48371 -0.86458 -1.36790
S 0.09145 2.52365 1.77787
N -2.88658 -2.90367 2.43770
N -0.82803 -1.14699 1.88311
N 1.03945 1.90381 -3.26284
P 3.90485 1.53758 0.60930
N -1.51718 1.08808 0.27901
H -5.76532 2.53657 0.22539
O 3.81491 2.98714 0.45710
O 3.95020 -0.65105 3.98969
H 5.29166 -0.03030 0.43138
H 3.44319 -0.10755 4.60855
S -2.90315 3.02039 1.26298
N 0.57446 0.56126 -1.58977
O 5.31191 0.92013 0.19345
N 2.16945 -3.82658 0.20791
N 1.01317 -4.00502 0.87115
C 1.24910 3.13821 -3.99618
H 1.65482 0.41099 -4.68565
C 1.29968 0.62826 -3.69319
O 1.90204 -0.54848 2.54080
H -4.88855 -1.00464 -2.02996
O 4.16744 -1.36612 1.58178
C 0.46367 -2.81821 0.81214
O 2.84522 0.66672 -0.10489
C 1.01453 -0.19286 -2.64370
C -0.77064 -2.41847 1.48670
C -1.82796 -3.28824 1.74202
C -5.05922 1.79412 -0.12279
C 2.30079 -2.56420 -0.20659
C -2.79680 0.89583 -0.19095
C -3.72386 1.85675 0.24823
C -5.45927 0.75008 -0.94006
H 3.14669 -2.15772 -0.73318
H 1.91069 3.79603 -3.43560
H -1.81497 -4.30505 1.36881
O 3.77980 1.09677 2.19468
C -2.89769 -1.65524 2.89357
C 0.60597 1.81385 -1.99447
H -6.49782 0.66551 -1.23163
H 0.30229 3.64773 -4.16998
H 1.70638 2.90922 -4.95435
H 1.10510 -1.26284 -2.57524
Tl 0.90818 0.32851 0.76150
C -1.87460 -0.76479 2.59968
H -3.75118 -1.36936 3.49520
*
```